Entry 1:
Formula: C20H18N2O3SSc
Source: OMol25
Level of theory: the ωB97M-V functional and the def2-TZVPD basis

Structure (XYZ):
```
45
Properties=species:S:1:pos:R:3:forces:R:3:nbo_charge:R:1
Sc -0.30206 -0.22892 -0.24744 -2.1 0.1 -0.5 1.60
C -1.93196 -3.12402 2.18096 0.1 0.0 0.0 -0.65
C -2.30006 -1.85412 1.48706 -0.2 0.1 0.0 0.04
C -3.04076 -1.88732 0.30116 0.0 0.3 0.2 -0.15
C -3.35806 -0.71732 -0.37864 0.0 0.1 0.1 -0.21
C -2.94506 0.51878 0.12486 -0.1 0.1 0.3 -0.24
C -2.24486 0.57488 1.34006 -0.4 0.1 0.1 -0.32
C -1.93496 -0.61052 2.01626 -0.2 0.1 -0.2 -0.22
H -2.74356 -3.46692 2.82246 -0.1 0.0 0.0 0.25
H -1.04776 -2.97692 2.79586 0.1 -0.1 0.0 0.24
H -1.73296 -3.89902 1.44346 0.1 -0.1 0.0 0.24
H -3.39146 -2.83952 -0.07224 0.1 0.0 -0.1 0.25
H -3.97746 -0.76002 -1.26484 0.1 0.0 -0.1 0.25
H -3.30146 1.43398 -0.33264 0.2 0.0 -0.1 0.24
H -2.06126 1.53578 1.81456 0.1 -0.1 -0.1 0.26
H -1.48256 -0.56992 2.99936 0.2 0.0 -0.1 0.25
O 1.61194 -0.46012 -0.82874 0.8 0.4 -0.1 -0.65
C 1.59654 -1.31782 0.10176 1.1 -1.0 -0.2 0.79
O 0.88594 -1.02632 1.11656 0.2 0.0 1.2 -0.68
C 1.97684 -2.71872 -0.17634 -0.3 -0.2 -0.3 -0.23
C 3.14774 -3.38442 0.12906 0.0 0.1 0.0 -0.16
C 3.30434 -4.69962 -0.28424 0.1 0.1 0.0 -0.21
C 2.28884 -5.33502 -0.98394 0.0 0.0 0.0 -0.17
C 1.10464 -4.67812 -1.26704 0.1 0.2 0.0 -0.25
C 0.93704 -3.35262 -0.88204 0.3 0.1 -0.1 -0.01
S -0.55136 -2.50232 -1.30544 -0.3 0.2 -0.1 -0.30
H 3.93364 -2.87322 0.66406 0.1 0.0 0.1 0.22
H 4.23124 -5.21352 -0.07834 0.0 -0.1 0.0 0.23
H 2.42154 -6.35092 -1.32594 0.0 -0.1 0.0 0.23
H 0.31004 -5.16302 -1.80984 -0.1 -0.1 -0.1 0.23
N 2.02674 6.76298 -0.63534 0.3 0.2 0.0 -0.80
C 0.76554 6.29258 -0.58034 0.1 -0.2 -0.1 0.64
O -0.21056 6.98178 -0.40124 -0.2 0.0 -0.1 -0.56
C 0.59864 4.79278 -0.70244 -0.2 -0.5 0.1 -0.04
C 1.49364 3.86158 -0.18164 -0.2 0.1 -0.1 -0.22
C 1.15114 2.51888 -0.17114 0.2 -0.2 0.1 0.07
N -0.01196 2.04548 -0.65404 0.4 0.2 -0.1 -0.56
C -0.83916 2.94308 -1.21554 -0.1 0.0 -0.1 0.06
C -0.58426 4.29998 -1.25134 0.2 0.0 0.1 -0.19
H 2.15884 7.76178 -0.57064 0.0 -0.1 0.0 0.42
H 2.81924 6.20188 -0.89414 -0.1 0.0 0.0 0.40
H 2.43824 4.16868 0.24186 0.0 0.0 0.1 0.24
H 1.84074 1.78288 0.24206 -0.2 0.2 -0.1 0.23
H -1.74986 2.54778 -1.64814 0.0 0.0 0.0 0.21
H -1.29986 4.98468 -1.67794 -0.1 0.0 0.0 0.26
```
Forces are in eV/Å.

E_tot: -61688.779 eV
multiplicity: 1
net charge: +1
M: 411.4 g/mol
orbital gap: 6.8 eV
energy relative to the best compared isomer or geometry (same formula, charge and spin): 0.692 eV
HOMO energy: -10.6 eV

---

Entry 2:
Formula: C20H18N4PdS2
Source: OMol25
Level of theory: the ωB97M-V functional and the def2-TZVPD basis

Structure (XYZ):
```
45
Properties=species:S:1:pos:R:3:forces:R:3:nbo_charge:R:1
Pd -0.03010 -0.11580 0.02770 0.2 0.3 0.2 0.72
C -3.85100 2.98430 1.72570 0.3 -0.2 -0.4 -0.72
S -3.71170 2.81090 -0.08500 -0.2 0.3 0.1 0.26
C -2.16560 1.97350 -0.12490 0.3 -1.5 -0.8 -0.06
S -2.15580 0.32820 -0.74650 0.0 0.4 0.7 -0.06
N -1.08620 2.58590 0.22010 -0.5 1.8 0.7 -0.38
N 0.01130 1.84220 0.27410 2.8 0.2 -1.3 -0.21
C 1.21260 2.39670 0.08640 -3.5 0.2 0.5 0.03
C 2.33780 1.55880 0.15820 2.2 -2.0 0.0 0.14
C 3.65730 2.02870 -0.04920 -1.5 0.2 0.1 -0.22
C 4.71140 1.16830 0.08780 0.2 -1.2 0.3 -0.15
C 4.46510 -0.15980 0.47050 0.2 1.0 -0.2 -0.24
C 3.15520 -0.57090 0.61990 -0.1 -0.3 0.2 0.08
N 2.11090 0.22510 0.42980 -0.1 1.2 -0.1 -0.46
H -4.76100 3.54010 1.92440 -0.1 0.0 0.0 0.23
H -2.98620 3.51650 2.10770 0.0 0.1 0.1 0.23
H -3.91340 1.98530 2.14640 -0.1 0.0 0.2 0.22
H 1.29590 3.45980 -0.10380 -0.1 0.0 0.1 0.22
H 3.79760 3.06190 -0.32680 0.1 0.1 0.0 0.23
H 5.72330 1.50170 -0.08150 0.1 0.1 0.0 0.23
H 5.27840 -0.84650 0.63450 0.0 -0.1 0.0 0.23
H 2.93660 -1.58740 0.91850 -0.1 -0.1 -0.1 0.23
C 3.45470 -4.04400 -1.04650 0.2 0.1 -0.2 -0.28
C 3.03970 -2.94840 -1.79500 0.2 -0.1 0.1 -0.19
C 1.85830 -2.30120 -1.49590 -0.4 -0.1 -0.1 -0.31
C 1.03760 -2.77640 -0.46090 0.5 -0.1 -0.3 0.25
C 1.45390 -3.90180 0.27020 0.0 0.2 0.0 -0.29
C 2.66220 -4.50530 -0.00500 0.0 0.0 -0.1 -0.20
N -0.08680 -2.08470 -0.10350 0.2 0.6 -0.1 -0.70
C -1.21770 -2.75630 0.26870 -0.9 -0.3 0.2 0.25
C -2.05860 -2.21800 1.25910 0.5 0.0 0.1 -0.28
C -3.24980 -2.84070 1.56500 -0.2 -0.2 -0.1 -0.19
C -3.64350 -3.98290 0.87920 -0.2 0.0 0.1 -0.26
C -2.81900 -4.52210 -0.09770 0.0 -0.1 0.1 -0.20
C -1.60660 -3.93750 -0.38730 0.0 0.4 0.1 -0.29
H 4.38440 -4.54190 -1.27770 0.1 0.0 0.0 0.21
H 3.65380 -2.59810 -2.61180 0.1 0.1 -0.1 0.21
H 1.52240 -1.43300 -2.06310 0.1 -0.2 0.1 0.22
H 0.83510 -4.24770 1.08650 0.0 0.0 0.0 0.22
H 2.99790 -5.32840 0.60840 0.0 -0.1 0.0 0.21
H -1.73060 -1.31780 1.79250 -0.2 -0.4 -0.2 0.21
H -3.88490 -2.43650 2.33900 -0.1 0.1 0.1 0.21
H -4.59030 -4.45030 1.10350 -0.1 0.0 0.0 0.21
H -3.13030 -5.39610 -0.65090 0.0 -0.1 0.0 0.21
H -0.97270 -4.34000 -1.16380 0.1 0.0 -0.1 0.22
```
Forces are in eV/Å.

E_tot: -52142.005 eV
multiplicity: 1
net charge: 0
M: 484.9 g/mol
orbital gap: 4.9 eV
energy relative to the best compared isomer or geometry (same formula, charge and spin): 0.384 eV
HOMO energy: -6.6 eV

---

Entry 3:
Formula: C20H18N8O6
Source: OMol25
Level of theory: the ωB97M-V functional and the def2-TZVPD basis

Structure (XYZ):
```
52
Properties=species:S:1:pos:R:3:forces:R:3:nbo_charge:R:1
N -4.00572 -2.08094 2.78795 2.3 1.1 0.0 -0.28
C -2.94794 -1.58008 2.76488 -1.9 -0.9 -0.2 0.27
C -1.64431 -0.96709 2.74021 1.6 -0.8 0.0 -0.22
C -0.49240 -1.75755 2.51512 -1.4 -0.4 0.2 -0.01
C 0.76290 -1.16904 2.68909 1.5 -0.3 0.3 0.01
N 2.01743 -1.75606 2.84148 -0.8 0.9 0.0 0.41
O 2.43298 -2.90072 2.80869 -0.4 1.1 0.0 -0.35
O 2.90146 -0.67383 3.15413 -0.9 -1.0 -0.5 -0.14
N 2.23862 0.52477 3.16246 -2.0 -0.9 -0.5 -0.07
C 0.93827 0.20871 2.89223 1.8 1.6 0.8 0.10
C -0.23452 1.05451 2.94245 -1.0 -1.4 -0.2 -0.02
N -0.16534 2.49316 3.01540 -0.5 2.7 0.3 0.50
O 0.92041 3.09428 2.89923 -1.8 -1.8 0.2 -0.35
O -1.25404 3.09650 3.18718 1.9 -1.2 -0.3 -0.39
C -1.49700 0.43001 2.93318 1.2 1.0 0.0 -0.06
H -0.54328 -2.81371 2.25868 -0.2 0.3 0.6 0.27
H -2.38994 1.04667 3.05175 0.4 -0.1 -0.1 0.27
C -0.33725 1.99512 -3.80063 0.1 0.3 0.0 -0.72
C -0.68893 1.00365 -2.71801 -0.6 -0.2 0.8 0.70
O -1.00042 1.37472 -1.58577 0.5 -0.4 -1.6 -0.59
N -0.66884 -0.34452 -3.11767 -0.2 0.9 0.2 -0.44
C -0.43988 -0.67564 -4.52225 0.4 0.1 -0.1 -0.22
C -1.14515 -1.95137 -4.91349 -0.3 -0.1 0.1 -0.21
N -0.82860 -3.01458 -3.99288 0.4 -0.1 -0.6 -0.44
C -1.26517 -4.31281 -4.44085 -0.2 0.1 0.1 -0.20
C -0.66817 -5.40653 -3.58989 0.4 -0.2 -0.1 -0.22
N -0.85928 -5.15393 -2.16527 -0.2 -0.8 0.6 -0.44
C -0.88736 -6.24589 -1.27749 -0.5 0.6 0.7 0.70
C -0.65272 -7.59132 -1.91820 0.0 -0.3 0.1 -0.72
O -1.11426 -6.14090 -0.07196 0.4 -0.3 -1.6 -0.59
C -0.86113 -3.81834 -1.71351 0.0 1.0 0.5 0.06
C -0.89625 -3.46850 -0.35294 0.2 0.1 -0.4 0.01
N -0.84371 -2.20957 0.06766 -0.1 0.0 -0.7 -0.46
C -0.79034 -1.20268 -0.79913 0.1 -0.3 -0.3 0.02
C -0.76234 -1.40209 -2.18993 0.0 -0.8 0.9 0.06
C -0.79655 -2.74838 -2.64545 -0.5 0.1 0.4 0.22
H 0.61519 1.74366 -4.28392 -0.3 0.1 0.0 0.23
H -1.13498 2.04802 -4.55464 0.3 0.0 0.1 0.23
H -0.25145 2.97894 -3.33736 0.0 -0.2 0.0 0.26
H -0.82537 0.12453 -5.15557 0.1 -0.2 0.1 0.22
H 0.64065 -0.77181 -4.71583 -0.2 0.0 0.0 0.20
H -2.23775 -1.78481 -4.96522 0.2 0.0 0.0 0.19
H -0.80734 -2.27245 -5.90647 -0.1 0.2 0.1 0.21
H -2.36915 -4.38367 -4.43450 0.2 0.0 0.0 0.18
H -0.92716 -4.42768 -5.47776 -0.1 -0.1 0.2 0.21
H -1.15902 -6.34153 -3.86509 0.1 0.2 0.1 0.22
H 0.40566 -5.50996 -3.81518 -0.2 0.1 0.0 0.20
H 0.28647 -7.60830 -2.48575 -0.3 0.0 0.0 0.23
H -0.59886 -8.33512 -1.12233 0.0 0.2 -0.1 0.25
H -1.48980 -7.86260 -2.57623 0.3 0.0 0.1 0.23
H -0.96283 -4.22907 0.40825 0.0 0.1 -0.1 0.24
H -0.77453 -0.20477 -0.38761 0.0 -0.2 0.0 0.24
```
Forces are in eV/Å.

E_tot: -45229.981 eV
multiplicity: 1
net charge: 0
M: 466.4 g/mol
orbital gap: 6.7 eV
HOMO energy: -8.4 eV

---

Entry 4:
Formula: C20H19Cl3CuNOSSeSi
Source: OMol25
Level of theory: the ωB97M-V functional and the def2-TZVPD basis

Structure (XYZ):
```
48
Properties=species:S:1:pos:R:3:forces:R:3:mulliken_spin:R:1
Cu 0.31627 0.01947 -0.00823 -0.1 -0.2 0.0 0.05
Cl 6.18366 -4.80771 -0.00261 -0.1 0.1 0.0 0.00
C 4.70256 -3.87197 -0.00553 0.0 0.0 0.0 0.00
C 4.75218 -2.49447 0.00268 0.0 0.1 0.0 0.00
C 3.57280 -1.76795 0.00041 0.0 -0.1 0.0 0.00
Cl 3.71679 -0.04050 0.01192 -0.1 0.3 0.0 0.00
C 2.27358 -2.34264 -0.01005 -0.3 -0.1 0.0 0.01
O 1.15108 -1.71922 -0.01242 0.5 -0.2 0.0 0.02
C 2.31487 -3.76829 -0.01796 0.1 -0.1 0.0 0.00
Cl 0.81493 -4.64630 -0.03162 0.0 0.1 0.0 0.01
C 3.47793 -4.51279 -0.01595 -0.1 -0.1 0.0 0.00
H 5.69959 -1.97300 0.01104 0.0 0.0 0.0 0.00
H 3.42081 -5.59375 -0.02254 0.0 0.1 0.0 0.00
C -3.98013 3.59493 0.01098 -0.1 -0.2 0.0 0.00
Si -2.50242 4.71865 0.00492 0.0 0.1 0.0 -0.01
C -2.59739 5.82144 1.51930 0.0 0.1 0.2 0.00
C -2.60809 5.82026 -1.50956 0.0 0.1 -0.2 0.00
C -0.78613 3.95604 -0.00060 0.0 -0.2 0.0 -0.01
C 0.28075 4.84384 -0.00223 0.0 0.0 0.0 0.00
C 1.59510 4.39489 -0.00597 0.0 0.0 0.0 0.00
C 1.80218 3.02844 -0.00746 -0.1 -0.1 0.0 0.00
N 0.81596 2.13208 -0.00614 0.0 0.6 0.0 0.00
C -0.47261 2.57094 -0.00338 0.1 0.1 0.0 0.02
S -1.62458 1.28088 -0.00359 0.0 0.0 0.0 0.03
H -4.88767 4.21156 0.01455 0.1 0.0 0.0 0.00
H -3.98312 2.94676 0.89029 0.0 0.0 -0.1 0.00
H -3.99018 2.94628 -0.86793 0.0 0.0 0.1 0.00
H -3.53902 6.38288 1.54103 0.1 -0.1 0.0 0.00
H -1.77199 6.54144 1.53463 -0.1 0.0 0.0 0.00
H -2.53580 5.22272 2.43444 0.0 0.1 -0.1 0.00
H -3.54979 6.38172 -1.52505 0.1 -0.1 0.0 0.00
H -2.55296 5.22090 -2.42468 0.0 0.1 0.1 0.00
H -1.78272 6.54015 -1.53113 -0.1 0.0 0.0 0.00
H 0.09225 5.91625 -0.00051 0.0 -0.1 0.0 0.00
H 2.43199 5.08042 -0.00738 0.0 0.0 0.0 0.00
H 2.81099 2.63794 -0.00988 0.0 -0.1 0.0 0.00
Se -1.75707 -2.30612 -0.00137 -0.1 -0.1 0.0 0.81
C -3.61546 -2.71284 0.00313 -0.1 0.1 0.0 -0.04
C -4.33269 -2.81278 -1.19595 0.0 0.0 0.1 0.06
C -5.68275 -3.13779 -1.19157 0.1 0.0 0.1 -0.05
C -6.34231 -3.36687 0.01106 0.1 0.0 0.0 0.09
C -5.64571 -3.26333 1.21027 0.1 0.0 -0.1 -0.05
C -4.29611 -2.93568 1.20693 -0.1 0.0 -0.1 0.06
H -3.81564 -2.62862 -2.12930 0.0 0.0 0.0 0.00
H -6.22382 -3.21004 -2.12794 0.0 0.0 0.0 0.00
H -7.39587 -3.62073 0.01396 0.0 0.0 0.0 0.01
H -6.15771 -3.43338 2.15026 0.0 0.0 0.0 0.00
H -3.75126 -2.84381 2.13802 0.0 0.0 0.0 0.00
```
Forces are in eV/Å.

E_tot: -190855.855 eV
multiplicity: 2
net charge: -1
M: 598.4 g/mol
orbital gap (alpha / beta): 7.3 / 5.8 eV
energy relative to the best compared isomer or geometry (same formula, charge and spin): 1.145 eV
HOMO energy (alpha / beta): -4.6 / -4.6 eV

---

Entry 5:
Formula: C20H19ClN2O2
Source: OMol25
Level of theory: the ωB97M-V functional and the def2-TZVPD basis

Structure (XYZ):
```
44
Properties=species:S:1:pos:R:3:forces:R:3:nbo_charge:R:1
Cl 3.56611 -2.57070 0.44299 -0.2 0.4 0.1 -0.96
C -3.92876 -2.87478 -4.82537 0.4 0.6 -0.1 -0.26
O -3.21452 -1.68810 -5.26420 -0.1 -0.1 0.3 -0.49
C -2.67677 -0.85742 -4.34496 0.3 -0.2 0.9 0.35
C -1.82854 0.18851 -4.78647 -0.4 -0.4 0.1 -0.25
C -1.17272 0.98617 -3.86562 0.1 0.0 0.2 -0.21
C -1.33285 0.76607 -2.48642 -0.9 -0.6 -1.4 0.12
N -0.70066 1.65090 -1.59258 0.7 1.1 0.8 -0.28
C -0.01465 1.38028 -0.43909 -1.2 1.8 -1.4 0.36
C 0.09792 0.10496 0.26335 -0.2 -3.7 1.1 0.46
C 1.16947 -0.05650 1.25691 -0.1 0.1 -0.6 -0.35
C 0.98251 -0.96861 2.24073 0.0 -0.1 -0.3 0.02
C 1.78165 -1.07032 3.44149 0.9 -0.3 0.9 -0.11
C 1.25125 -1.65883 4.61904 0.2 0.4 -0.5 -0.16
C 1.99186 -1.66391 5.80088 0.3 0.1 -0.2 -0.23
C 3.28788 -1.12196 5.82450 -0.3 0.0 -0.4 -0.18
C 3.83878 -0.57798 4.65623 -0.5 -0.2 -0.3 -0.22
C 3.09907 -0.57086 3.46819 -0.2 -0.2 0.4 -0.14
O -0.73967 -0.80507 0.07889 1.2 2.1 0.1 -0.53
N 0.37053 2.57435 0.03865 0.1 0.3 -0.4 -0.27
C 1.12190 2.85830 1.23881 0.5 0.5 0.7 -0.41
C -0.00801 3.59529 -0.81235 0.2 -0.6 0.2 -0.04
C -0.67102 3.03244 -1.83967 -0.1 -1.0 0.3 -0.04
C -2.24098 -0.19131 -2.06164 -0.2 -0.1 0.4 -0.16
C -2.88921 -1.02691 -2.95900 0.2 0.3 -0.8 -0.30
H -4.17571 -3.33601 -5.77519 -0.2 -0.3 0.2 0.21
H -3.29085 -3.54105 -4.21799 -0.2 0.4 -0.3 0.20
H -4.84364 -2.61682 -4.26820 0.3 0.0 -0.2 0.18
H -1.68718 0.34107 -5.85288 0.0 -0.1 0.2 0.23
H -0.51799 1.78992 -4.21735 -0.1 -0.4 0.1 0.22
H 2.11057 0.49427 1.13170 -0.6 -0.1 0.3 0.23
H 0.14462 -1.66498 2.17129 -0.1 0.5 0.0 0.23
H 0.24636 -2.08791 4.58286 0.3 0.1 0.1 0.21
H 1.56944 -2.09133 6.71101 0.1 0.1 -0.3 0.22
H 3.87628 -1.14100 6.74163 -0.2 0.0 -0.2 0.21
H 4.84323 -0.16639 4.65030 -0.1 -0.2 0.1 0.22
H 3.53778 -0.25739 2.52049 0.1 0.0 0.3 0.24
H 0.97592 3.92165 1.45049 0.1 -0.2 0.0 0.22
H 0.76997 2.27250 2.08839 0.1 0.0 -0.2 0.25
H 2.18537 2.66877 1.06415 -0.2 0.0 0.2 0.23
H 0.24865 4.61536 -0.60486 0.0 0.1 0.0 0.24
H -1.15475 3.47882 -2.69477 0.1 -0.2 0.1 0.26
H -2.43319 -0.31042 -0.99965 0.0 0.0 -0.4 0.26
H -3.54544 -1.80308 -2.57476 0.1 0.2 -0.1 0.23
```
Forces are in eV/Å.

E_tot: -40643.071 eV
multiplicity: 1
net charge: 0
M: 354.8 g/mol
orbital gap: 4.6 eV
energy relative to the best compared isomer or geometry (same formula, charge and spin): 4.266 eV
HOMO energy: -6.2 eV